Here is a structure of composition C34H43N3O2PY at a distorted geometry from the OMol25 dataset. Energies are from ωB97M-V/def2-TZVPD.

Each line ends with the Löwdin charge.
Positions of all 84 atoms, in Å:
Y1 0.9645 -0.2806 0.6591  1.4098
C1 2.4144 -0.4970 4.8352  -0.0190
C2 2.5982 -0.3463 3.3568  -0.4534
O1 1.5669 -0.6692 2.6277  -0.2474
C3 3.7819 0.1049 2.8397  -0.0224
C4 4.0969 0.2462 1.4346  -0.3057
C5 5.5188 0.5328 1.0563  -0.0379
N1 3.1892 0.0997 0.5086  -0.0800
N2 3.6682 0.1859 -0.8207  0.0766
C6 2.7337 -0.0468 -1.6817  -0.4289
O2 1.4779 -0.3257 -1.3752  -0.2453
C7 3.0943 -0.0026 -3.1306  -0.1450
C8 4.4246 -0.0228 -3.5487  -0.0319
C9 4.7326 0.0210 -4.9006  -0.0844
C10 3.7153 0.0894 -5.8483  -0.0944
C11 2.3886 0.1067 -5.4363  -0.0807
C12 2.0802 0.0553 -4.0805  -0.0291
H1 1.7774 0.3149 5.2047  0.0877
H2 3.3633 -0.4700 5.3717  0.0793
H3 1.8972 -1.4369 5.0430  0.0834
H4 4.5779 0.3171 3.5408  0.0979
H5 6.1112 0.7631 1.9407  0.0723
H6 5.5634 1.3543 0.3432  0.0793
H7 5.9474 -0.3361 0.5514  0.0881
H8 5.2050 -0.0684 -2.7996  0.1059
H9 5.7691 0.0009 -5.2187  0.1003
H10 3.9577 0.1249 -6.9045  0.0991
H11 1.5917 0.1580 -6.1705  0.1011
H12 1.0482 0.0597 -3.7486  0.1004
C13 -2.9622 -3.6055 1.9731  -0.1162
C14 -1.4728 -3.2864 1.8388  -0.5341
C15 -0.9917 -2.6452 3.1457  -0.1278
P1 -0.9736 -2.2400 0.3878  1.0521
C16 -0.8515 -3.4028 -1.0558  -0.5378
C17 -1.8483 -4.5609 -1.1382  -0.1135
C18 -0.8283 -2.6243 -2.3737  -0.1097
C19 -2.3345 -1.0628 0.0694  -0.2844
C20 -3.6023 -1.5165 -0.3318  -0.0797
C21 -4.6825 -0.6861 -0.5469  -0.2839
C22 -6.0345 -1.2311 -0.9500  -0.0555
C23 -4.4687 0.6766 -0.3286  -0.0388
C24 -3.2379 1.1696 0.0535  -0.0223
C25 -2.1170 0.3294 0.2397  -0.2877
N3 -0.8705 0.8374 0.5956  -0.1373
C26 -0.6699 2.2480 0.6093  -0.2594
C27 -0.5387 2.9054 1.8419  -0.1998
C28 -0.7330 2.1609 3.1440  -0.0322
C29 -0.2752 4.2730 1.8604  -0.0157
C30 -0.1500 5.0104 0.6918  -0.2701
C31 0.1108 6.4974 0.7307  -0.0543
C32 -0.2969 4.3428 -0.5193  -0.0113
C33 -0.5540 2.9775 -0.5873  -0.2006
C34 -0.7263 2.3116 -1.9309  -0.0255
H13 -3.1042 -4.2540 2.8442  0.0822
H14 -3.3857 -4.1145 1.1099  0.0551
H15 -3.5367 -2.6923 2.1430  0.0810
H16 -0.9177 -4.2165 1.6837  0.1040
H17 -1.5184 -1.7000 3.3207  0.0858
H18 0.0727 -2.4316 3.1480  0.0391
H19 -1.2162 -3.3064 3.9888  0.0805
H20 0.1336 -3.8421 -0.8979  0.0991
H21 -2.8632 -4.2142 -1.3442  0.0653
H22 -1.8641 -5.1761 -0.2380  0.0639
H23 -1.5597 -5.2106 -1.9708  0.0815
H24 -1.8092 -2.1809 -2.5658  0.0784
H25 -0.6006 -3.3077 -3.1975  0.0832
H26 -0.0874 -1.8234 -2.3816  0.0456
H27 -3.7496 -2.5798 -0.4799  0.0834
H28 -5.9414 -2.2171 -1.4137  0.0726
H29 -6.5329 -0.5739 -1.6667  0.0744
H30 -6.7010 -1.3365 -0.0888  0.0776
H31 -5.2945 1.3733 -0.4691  0.1156
H32 -3.1124 2.2374 0.1993  0.1159
H33 -1.7385 1.7350 3.2015  0.0856
H34 -0.5955 2.8355 3.9911  0.0763
H35 -0.0443 1.3282 3.2668  0.0489
H36 -0.1701 4.7754 2.8201  0.1140
H37 0.5430 6.7998 1.6852  0.0724
H38 -0.8147 7.0618 0.5954  0.0802
H39 0.7953 6.8009 -0.0632  0.0759
H40 -0.1956 4.9012 -1.4483  0.1181
H41 -0.3656 2.9637 -2.7283  0.0805
H42 -1.7808 2.0892 -2.1259  0.0827
H43 -0.1910 1.3653 -1.9861  0.0506

Properties
**Gap between HOMO and LUMO**: 7.665 eV
**Spin multiplicity**: 1
**Highest occupied orbital energy**: -7.199 eV
**Total energy**: -2015.9830 hartree
**Net charge**: 0


Here is the molecule C6H10O at a distorted geometry from the OMol25 dataset. Energies are from ωB97M-V/def2-TZVPD.

Each line ends with the natural charge from an NBO analysis.
Positions of all 17 atoms, in Å:
C1 -2.1231 -0.6497 1.8107  -0.6497
C2 -1.2130 -0.7431 0.6039  0.0371
C3 -1.4657 -1.6050 -0.5759  -0.6695
C4 -0.2638 0.2489 0.5273  -0.2454
C5 0.7263 0.3429 -0.5194  -0.3206
C6 1.7824 1.1655 -0.4176  0.1423
O1 2.6997 1.3091 -1.4317  -0.6699
H1 -1.5011 -0.9684 2.6702  0.2178
H2 -2.9034 -1.4109 1.7577  0.2148
H3 -2.4104 0.3880 1.9341  0.2276
H4 -2.3840 -2.2014 -0.5322  0.2146
H5 -1.6713 -0.9489 -1.4186  0.2270
H6 -0.6588 -2.2947 -0.8464  0.2223
H7 -0.1723 0.7066 1.5102  0.1944
H8 0.6998 -0.4311 -1.2816  0.2167
H9 1.8814 1.7606 0.4855  0.1640
H10 3.1300 2.1421 -1.2215  0.4765

Properties
**Gap between HOMO and LUMO**: 8.374 eV
**Spin multiplicity**: 1
**Highest occupied orbital energy**: -7.524 eV
**Total energy**: -309.7928 hartree
**Net charge**: 0


Here is a structure of composition C24H52AlNO11P at a distorted geometry from the OMol25 dataset. Energies are from ωB97M-V/def2-TZVPD.

Each line ends with the Löwdin charge.
Positions of all 90 atoms, in Å:
C1 3.4071 2.3605 -0.8534  -0.0984
C2 1.9784 1.9908 -1.6088  -0.4108
C3 1.3292 0.5078 -1.1916  -0.0804
N1 1.3469 2.7735 -2.5436  -0.0492
Al1 -0.1805 3.6981 -1.8227  0.0764
O1 0.2103 4.5987 -0.1717  -0.3486
P1 -2.1275 2.4123 -1.7087  0.6111
O2 -3.1165 2.7502 -2.9240  -0.4941
O3 -1.8474 0.6890 -1.6844  -0.3164
O4 -2.9897 2.7943 -0.2034  -0.3069
H1 4.2176 1.6441 -1.3571  0.0758
H2 3.3470 1.9876 0.2791  0.0786
H3 3.7206 3.4837 -0.9520  0.0753
H4 0.6475 0.5571 -0.2417  0.0700
H5 2.2670 -0.1954 -1.0313  0.0610
H6 0.6769 0.1952 -2.1354  0.0689
H7 -0.5056 4.8892 -2.8627  -0.0730
H8 0.6971 5.4554 -0.4423  0.0217
H9 -1.6576 0.3423 -2.6087  0.0599
H10 -2.2868 2.5995 0.5127  0.0282
C4 -2.7478 -1.0830 2.7788  -0.0394
C5 -2.1464 -1.3169 1.4189  -0.4748
O5 -1.0002 -0.9560 1.1567  0.0426
C6 -3.0017 -2.0097 0.3919  -0.0290
H11 -2.0167 -0.5742 3.4161  0.0455
H12 -3.6341 -0.4500 2.6892  0.0937
H13 -3.0078 -2.0393 3.2396  0.0710
H14 -3.8995 -1.4180 0.1959  0.0887
H15 -3.2731 -3.0073 0.7463  0.0760
H16 -2.4377 -2.1107 -0.5415  0.0799
C7 0.4854 1.1536 3.9274  -0.0172
C8 -0.0900 2.2068 3.0188  -0.4669
O6 -1.0762 1.9782 2.3203  0.0500
C9 0.5880 3.5507 2.9979  -0.0238
H17 -0.1055 0.2357 3.8387  0.0620
H18 1.5161 0.9353 3.6373  0.0891
H19 0.4461 1.4959 4.9645  0.0803
H20 1.6234 3.4392 2.6663  0.0870
H21 0.5533 3.9997 3.9936  0.0792
H22 0.0646 4.2102 2.2974  0.0646
C10 -2.6307 7.9090 1.6708  -0.0350
C11 -2.0294 7.6751 0.3109  -0.4918
O7 -0.8832 8.0360 0.0488  0.0387
C12 -2.8847 6.9823 -0.7161  -0.0188
H23 -1.8997 8.4178 2.3082  0.0774
H24 -3.5171 8.5420 1.5813  0.0776
H25 -2.8908 6.9528 2.1316  0.0844
H26 -3.7824 7.5741 -0.9120  0.0798
H27 -3.1561 5.9848 -0.3616  0.0871
H28 -2.3207 6.8813 -1.6495  0.0815
C13 0.8456 -1.3976 -5.3660  -0.0292
C14 -0.6225 -1.2761 -5.6755  -0.4926
O8 -1.4732 -1.7817 -4.9451  0.0436
C15 -1.0097 -0.5117 -6.9132  -0.0268
H29 0.9755 -1.9749 -4.4444  0.0749
H30 1.3549 -1.9194 -6.1801  0.0794
H31 1.2781 -0.4046 -5.2207  0.0904
H32 -0.5830 -0.9939 -7.7963  0.0802
H33 -0.6597 0.5209 -6.8367  0.0916
H34 -2.1007 -0.5058 -7.0096  0.0854
C16 4.6520 -4.2325 0.6904  -0.0276
C17 4.5109 -2.9853 -0.1406  -0.4881
O9 4.9341 -1.9013 0.2577  0.0461
C18 3.8322 -3.1157 -1.4779  -0.0277
H35 5.1607 -3.9876 1.6288  0.0810
H36 3.6640 -4.6373 0.9235  0.0843
H37 5.2492 -4.9724 0.1516  0.0834
H38 2.8076 -3.4708 -1.3414  0.0876
H39 4.3929 -3.8059 -2.1133  0.0742
H40 3.8015 -2.1359 -1.9663  0.0779
C19 2.0006 -7.2053 -2.4394  -0.0263
C20 3.0803 -6.5156 -3.2295  -0.4988
O10 4.2461 -6.4979 -2.8378  0.0347
C21 2.6786 -5.8485 -4.5178  -0.0249
H41 2.4360 -7.6418 -1.5342  0.0838
H42 1.2356 -6.4822 -2.1459  0.0883
H43 1.5580 -8.0069 -3.0360  0.0844
H44 1.9437 -5.0649 -4.3169  0.0837
H45 2.2661 -6.5896 -5.2070  0.0852
H46 3.5602 -5.3921 -4.9803  0.0858
C22 -2.1532 -2.9124 7.4967  -0.0288
C23 -2.3971 -1.8799 6.4289  -0.4734
O11 -1.9903 -2.0414 5.2794  0.0374
C24 -3.1582 -0.6419 6.8217  -0.0175
H47 -1.5926 -3.7507 7.0695  0.0842
H48 -1.5654 -2.4760 8.3081  0.0842
H49 -3.1071 -3.2868 7.8763  0.0836
H50 -2.6151 -0.1043 7.6031  0.0859
H51 -4.1569 -0.9152 7.1713  0.0858
H52 -3.2590 0.0138 5.9503  0.0858

Properties
**Gap between HOMO and LUMO**: 6.174 eV
**Spin multiplicity**: 1
**Highest occupied orbital energy**: -4.178 eV
**Total energy**: -2411.9343 hartree
**Net charge**: -1


Here is a cluster of 2 separate species, C4H4N2O2 in total at a distorted geometry from the OMol25 dataset. Energies are from ωB97M-V/def2-TZVPD.

Each line ends with the natural charge from an NBO analysis.
Positions of all 12 atoms, in Å:
C1 0.5667 -0.9407 -2.1793  0.2129
C2 1.7147 -1.2757 0.1686  -0.0798
C3 1.2317 -1.0825 -0.9354  -0.1648
C4 -0.5711 0.9367 -0.4352  -0.1890
N1 0.0249 -0.9377 -3.1725  -0.2473
N2 -0.9494 0.0759 0.4265  0.1818
O1 -0.3716 -0.4252 1.4166  -0.3199
O2 -2.2623 -0.3606 0.2481  -0.5510
H1 -2.4854 -0.6308 1.1690  0.4833
H2 1.8716 -1.0754 1.1723  0.2496
H3 0.4839 1.0079 -0.3799  0.2026
H4 -1.2393 1.5187 -1.0340  0.2214

Properties
**<S²>**: 2.007
**Gap between HOMO and LUMO (alpha / beta)**: 7.011 / 8.442 eV
**Spin multiplicity**: 3
**Highest occupied orbital energy (alpha / beta)**: -6.537 / -10.767 eV
**Total energy**: -414.4565 hartree
**Net charge**: 0


Here is the molecule H3N2OP at a distorted geometry from the OMol25 dataset. Energies are from ωB97M-V/def2-TZVPD.

Each line ends with the natural charge from an NBO analysis.
Positions of all 7 atoms, in Å:
N1 0.7060 0.8428 0.7221  -0.6676
N2 0.0003 0.1714 -0.3927  -0.8429
P1 -0.8231 -1.2761 -0.1888  1.4128
O1 -1.5645 -1.5013 -1.4071  -1.0309
H1 0.1245 1.1545 1.5227  0.3651
H2 1.3354 0.0049 1.0472  0.3537
H3 0.2215 0.6039 -1.3034  0.4098

Properties
**Gap between HOMO and LUMO**: 10.207 eV
**Spin multiplicity**: 1
**Highest occupied orbital energy**: -10.046 eV
**Total energy**: -527.8847 hartree
**Net charge**: 0